1.
ORCA calculation (wB97M-V/def2-TZVPD) on one molecule with the formula C8H14O2 in a non-equilibrium geometry.

Geometry as ORCA input:
```
! wB97M-V def2-TZVPD RIJCOSX def2/J DEFGRID3
* xyz 0 1
O 2.6040 0.1356 -2.5116
O 3.3634 1.3696 -0.7354
C 0.4741 -0.3574 -0.4229
C 0.9072 0.8122 -0.9708
C 0.3713 2.2062 -0.7736
C 2.5989 0.7682 -1.4254
C -0.6307 -0.7192 0.5302
C 0.0601 -1.0525 1.8772
C -1.3234 -1.9903 -0.0053
C -1.6818 0.3742 0.7526
H -2.0845 -2.3244 0.7021
H 0.7936 -1.8523 1.7633
H -0.6107 -2.8052 -0.1443
H 1.1503 0.3778 -2.1248
H -1.2526 1.2695 1.1991
H -2.1748 0.6466 -0.1812
H -1.8100 -1.7960 -0.9628
H -0.6942 -1.3835 2.5940
H -0.7036 2.2717 -0.9252
H -2.4465 0.0056 1.4387
H 0.8495 2.8858 -1.4797
H 0.6117 2.5639 0.2286
H 0.5658 -0.1785 2.2893
H 1.0630 -1.2277 -0.7119
*
```

Properties
- max |F| (Eh/bohr) = 0.02161
- E (a.u.) = -463.6111
- E_LUMO (eV) = -0.384

Results of the Löwdin charge analysis, in e, for atoms 1 through 8:
1 O 0.001
2 O 0.132
3 C 0.034
4 C -0.213
5 C -0.047
6 C -0.604
7 C -0.572
8 C -0.031

2.
ORCA calculation (wB97M-V/def2-TZVPD) on ClNa5 as an isolated structure.

Geometry as ORCA input:
```
! wB97M-V def2-TZVPD RIJCOSX def2/J DEFGRID3
* xyz 4 1
Cl 0.2083 0.0319 -0.0248
Na 0.3881 -2.6817 -1.0340
Na 0.5131 2.1290 2.0443
Na -0.4450 -1.2817 2.6961
Na 1.6214 2.0372 -1.9032
Na -2.2858 -0.2348 -1.7783
*
```

Properties
- max |F| (Eh/bohr) = 0.01835
- E (a.u.) = -1270.3102
- E_LUMO (eV) = -14.995

Want to see where the charge sits? The Löwdin charges in e are:
1 Cl -0.083
2 Na 0.784
3 Na 0.801
4 Na 0.832
5 Na 0.840
6 Na 0.825

3.
ORCA calculation (wB97M-V/def2-TZVPD) on a 2-piece molecular cluster, C20H21N2O overall in a non-equilibrium geometry.

Geometry as ORCA input:
```
! wB97M-V def2-TZVPD RIJCOSX def2/J DEFGRID3
* xyz -1 1
O 0.3028 -4.9988 2.3500
N -1.6663 -3.7162 0.5521
N 0.9423 -1.5309 -0.0096
C 3.5668 1.2285 -2.9468
C -0.7550 -2.9886 0.6986
C -1.6747 -8.9064 0.7122
C 1.7307 -0.4842 -0.0920
C 1.1341 0.6842 2.0368
C 1.9971 -1.0347 -2.4815
C -1.1925 -7.9323 1.7713
C -1.3799 -6.4689 1.3641
C 0.3384 -2.1464 0.9692
C 2.5747 -0.8295 -3.7382
C 2.2516 -0.1518 -1.4193
C 2.0999 0.3310 1.0777
C 2.8331 1.7927 3.3711
C 3.4009 0.2813 -3.9622
C -0.8239 -5.4641 2.3935
C 1.4989 1.4295 3.1665
C 3.7978 1.4800 2.4069
C 2.9634 1.0385 -1.7022
C 3.4309 0.7599 1.2638
C -1.8030 -5.1016 3.4977
H -2.7449 -5.6568 3.4289
H 3.0582 1.8075 -0.9320
H 2.3971 -1.5434 -4.5393
H 3.9103 0.4115 -4.9160
H 0.0959 0.3947 1.8785
H 1.3521 -1.8906 -2.2956
H -2.7536 -8.8346 0.5743
H 4.1769 0.5203 0.5017
H 0.6442 -2.0484 2.0271
H -2.0164 -4.0258 3.4207
H -0.1276 -8.0932 1.9658
H -1.3639 -5.3185 4.4811
H -1.1875 -8.7178 -0.2453
H -1.4381 -9.9261 1.0071
H 4.8324 1.7921 2.5390
H 3.1211 2.3328 4.2704
H -0.8744 -6.2660 0.4147
H -2.4472 -6.2441 1.2256
H -1.7096 -8.1038 2.7240
H 4.1821 2.1150 -3.1236
H 0.7401 1.7159 3.8930
*
```

Properties
- max |F| (Eh/bohr) = 0.03252
- E (a.u.) = -959.4710
- E_LUMO (eV) = 3.057

Results of the Löwdin charge analysis, in e, for atoms 1 through 8:
1 O 0.039
2 N 0.110
3 N 0.045
4 C -0.121
5 C -0.249
6 C -0.124
7 C -0.256
8 C -0.041

4.
ORCA calculation (wB97M-V/def2-TZVPD) on one molecule with the formula C4H2S in a non-equilibrium geometry.

Geometry as ORCA input:
```
! wB97M-V def2-TZVPD RIJCOSX def2/J DEFGRID3
* xyz 0 1
S -0.1515 -1.2316 3.1090
C 0.0447 -0.5256 1.7622
C -0.0287 -0.2392 0.3930
C -0.1665 1.1252 -1.8686
C 0.1927 0.6315 -0.8059
H -0.0704 -1.2954 0.1569
H 0.1797 1.5350 -2.7465
*
```

Properties
- max |F| (Eh/bohr) = 0.10113
- E (a.u.) = -551.6333
- E_LUMO (eV) = -0.442
- SMILES string = C#CC=C=S

Want to see where the charge sits? The Löwdin charges in e are:
1 S 0.788
2 C -0.684
3 C -0.172
4 C 0.088
5 C -0.109
6 H 0.089
7 H 0.000

HOMO-LUMO gap (computed, eV): 9.131, 11.318, 5.661, 8.054